Density functional theory data (wB97M-V/def2-TZVPD) for a structure of composition C31H49BCdClN6S3SeSi.

Cartesian coordinates (Å):
Cd1 0.38609 0.84517 -0.65155
C1 2.57838 2.36199 5.04555
C2 1.76030 2.06663 3.78305
C3 0.33946 2.57053 4.01608
C4 2.38787 2.76799 2.58143
N1 1.80698 0.59546 3.52225
C5 2.88587 -0.18169 3.91361
C6 2.73274 -1.39276 3.35623
N2 1.58072 -1.37665 2.60416
B1 1.25261 -2.60587 1.72864
N3 -0.26043 -2.91226 1.62854
C7 -0.89215 -3.39728 2.75528
C8 -2.20532 -3.48959 2.49915
N4 -2.39929 -3.08297 1.18509
C9 -1.19341 -2.68359 0.66486
S1 -0.90427 -2.00606 -0.85853
C10 -3.73507 -2.89322 0.55865
C11 -3.76678 -3.49592 -0.84842
C12 -4.04695 -1.40125 0.52326
C13 -4.78323 -3.61666 1.40436
N5 1.96572 -2.59380 0.34400
C14 2.02328 -3.78547 -0.34195
C15 2.76365 -3.60395 -1.44662
N6 3.16936 -2.27855 -1.45559
C16 2.65905 -1.66328 -0.34485
S2 2.87449 -0.01420 0.09215
C17 4.13980 -1.71406 -2.43705
C18 3.52676 -0.52771 -3.17678
C19 5.42398 -1.32421 -1.70421
C20 4.47983 -2.78804 -3.46899
C21 1.01867 -0.14793 2.69097
S3 -0.42700 0.31879 1.91209
H1 2.44644 3.41472 5.29199
H2 2.23708 1.76684 5.89486
H3 3.64564 2.19826 4.89741
H4 0.40002 3.56639 4.45861
H5 -0.21115 2.64166 3.08574
H6 -0.20594 1.91646 4.69878
H7 2.42170 3.84509 2.75856
H8 3.40256 2.40089 2.41287
H9 1.78862 2.60426 1.68446
H10 3.65761 0.17693 4.56388
H11 3.34431 -2.27402 3.42395
H12 1.73308 -3.54802 2.32818
H13 -0.33889 -3.64444 3.64383
H14 -2.99893 -3.84798 3.12359
H15 -3.18361 -2.90372 -1.54737
H16 -3.36422 -4.51157 -0.84107
H17 -4.80346 -3.53606 -1.18614
H18 -3.28996 -0.88584 -0.05874
H19 -5.01945 -1.22944 0.05722
H20 -4.05638 -0.98497 1.53268
H21 -4.52908 -4.66862 1.54811
H22 -4.92185 -3.14328 2.37731
H23 -5.73586 -3.56670 0.87827
H24 1.50629 -4.65889 0.01301
H25 3.00882 -4.29548 -2.22761
H26 3.25648 0.27072 -2.49306
H27 4.25429 -0.14662 -3.89685
H28 2.63092 -0.83628 -3.71638
H29 5.23244 -0.54328 -0.97212
H30 5.84683 -2.19343 -1.19510
H31 6.15382 -0.95761 -2.42851
H32 3.59488 -3.11737 -4.01513
H33 5.17021 -2.34869 -4.18865
H34 4.97070 -3.65196 -3.01799
C22 -2.83218 5.04767 -0.83834
Si1 -2.06003 3.56020 0.02161
C23 -2.95498 2.03317 -0.59646
C24 -2.46499 3.71434 1.85640
Se1 0.14745 3.53588 -0.36887
H35 -3.90917 5.09747 -0.65041
H36 -2.67501 4.97872 -1.91660
H37 -2.37565 5.97612 -0.48878
H38 -3.98004 2.01306 -0.21096
H39 -2.46316 1.11071 -0.28552
H40 -2.99994 2.02795 -1.68774
H41 -3.54728 3.81866 1.98868
H42 -1.97627 4.58841 2.29386
H43 -2.14073 2.82633 2.40271
Cl1 -5.02246 2.46305 -5.10023
C25 -3.49537 1.88314 -4.46162
C26 -3.35770 0.54990 -4.11767
C27 -2.14787 0.09862 -3.61432
C28 -1.05235 0.95574 -3.43423
C29 0.21791 0.47789 -2.86888
C30 -1.23670 2.30036 -3.79156
C31 -2.43768 2.76277 -4.30374
H44 -4.19225 -0.12831 -4.24188
H45 -2.04637 -0.94401 -3.33343
H46 1.06735 1.03176 -3.27199
H47 0.35680 -0.59248 -3.02924
H48 -0.42425 2.99923 -3.63406
H49 -2.55934 3.80596 -4.56620

## Properties
HOMO in eV: -3.86
Electronic energy in a.u.: -6077.814630
Charge: -1
Gap between HOMO and LUMO in eV: 6.211

Löwdin population analysis, charges in e, atoms 1 to 5:
1. Cd 1.00
2. C -0.06
3. C -0.54
4. C -0.07
5. C -0.05



Density functional theory data (wB97M-V/def2-TZVPD) for a structure of composition C24H39FGaN12O2 in a non-equilibrium geometry.

Cartesian coordinates (Å):
C1 1.37820 -4.28718 0.33599
N1 0.21898 -3.42739 0.54618
C2 0.47837 -1.98206 0.46758
Ga1 -1.16331 -0.99216 1.15677
C3 -2.84685 -1.67233 0.13726
O1 -3.13723 -1.22179 -0.95308
N2 -3.86677 -2.71073 0.67024
C4 -3.32760 -3.91380 1.04683
O2 -3.13673 -4.89856 0.34041
F1 -3.00801 -3.97860 2.36192
H1 1.70197 -4.80054 1.23477
H2 2.18281 -3.68641 -0.05596
H3 1.15742 -5.04028 -0.41028
H4 -0.23300 -3.65014 1.41503
H5 1.37771 -1.68780 1.00213
H6 0.57559 -1.74158 -0.58344
H7 -1.10364 0.55694 0.81660
H8 -1.33733 -1.14626 2.74843
H9 -4.40397 -2.31465 1.42672
C5 2.29418 2.27634 -0.13301
C6 1.46143 2.18145 1.05040
N3 0.77961 2.05824 1.96157
H10 3.08313 1.52741 -0.09665
H11 1.71221 2.11348 -1.03978
H12 2.76457 3.24974 -0.20443
C7 -4.31547 -5.93218 -2.48551
C8 -4.29183 -5.93172 -3.93775
N4 -4.27307 -5.91273 -5.08443
H13 -4.05873 -6.91268 -2.09022
H14 -3.60209 -5.21856 -2.07545
H15 -5.30024 -5.66282 -2.10912
C9 3.62899 6.10694 1.14226
C10 4.47200 5.03864 0.63005
N5 5.09539 4.16260 0.22460
H16 3.88711 7.06165 0.68911
H17 2.57997 5.90642 0.93516
H18 3.73770 6.20322 2.21735
C11 -3.25810 -10.10056 -1.72938
C12 -1.99436 -9.39528 -1.58617
N6 -0.99731 -8.84231 -1.47505
H19 -3.10254 -11.08120 -2.17439
H20 -3.73355 -10.23623 -0.75999
H21 -3.94011 -9.54284 -2.36876
C13 -4.82853 -2.32485 -5.43587
C14 -5.79465 -1.29955 -5.79591
N7 -6.56163 -0.49634 -6.08042
H22 -5.29688 -3.30638 -5.40048
H23 -4.02023 -2.36866 -6.16246
H24 -4.39353 -2.12344 -4.45782
C15 0.79091 7.45247 -1.61218
C16 1.08432 7.91066 -0.26563
N8 1.29355 8.18040 0.82915
H25 0.58081 8.29475 -2.26942
H26 1.63521 6.89937 -2.01963
H27 -0.06876 6.78349 -1.60861
C17 5.01996 3.12326 4.29378
C18 3.87174 3.98332 4.07587
N9 2.94314 4.63094 3.90249
H28 5.60529 3.03663 3.37919
H29 5.65940 3.52372 5.07849
H30 4.69197 2.12748 4.58625
C19 6.01451 -0.76041 2.68541
C20 4.67050 -0.21334 2.58576
N10 3.60278 0.19760 2.50848
H31 6.35202 -1.12510 1.71744
H32 6.71777 -0.00192 3.02589
H33 6.03962 -1.59045 3.38882
C21 0.03139 5.29984 3.17250
C22 0.05287 5.24621 1.72491
N11 0.08293 5.17663 0.58192
H34 0.69563 4.54161 3.58113
H35 0.36543 6.27625 3.52040
H36 -0.97444 5.12038 3.54827
C23 -1.80925 2.49069 -1.46550
C24 -1.40104 3.65949 -2.22808
N12 -1.04926 4.58813 -2.80258
H37 -2.89087 2.37269 -1.49013
H38 -1.35635 1.58691 -1.86844
H39 -1.49183 2.58581 -0.42754

## Properties
HOMO in eV: -5.14
Electronic energy in a.u.: -3770.027571
Charge: -1
Gap between HOMO and LUMO in eV: 7.086

Löwdin population analysis, charges in e, atoms 1 to 5:
1. C -0.15
2. N -0.21
3. C -0.36
4. Ga 0.37
5. C -0.40



Density functional theory data (wB97M-V/def2-TZVPD) for a cluster of 9 separate species, C19H59N13O9 in total in a non-equilibrium geometry.

Cartesian coordinates (Å):
C1 3.65268 -5.63114 1.28945
C2 2.76996 -6.84514 1.78440
C3 2.43404 -6.61050 3.26477
O1 1.43306 -5.62147 3.48948
C4 1.26800 -5.42036 4.91345
N1 1.52332 -6.97646 0.94723
H1 4.70716 -5.88013 1.40851
H2 3.53265 -4.67588 1.80049
H3 3.60259 -5.51464 0.20685
H4 3.38851 -7.74255 1.79670
H5 3.33839 -6.30845 3.79301
H6 2.21647 -7.54629 3.77961
H7 0.28958 -4.99128 5.12952
H8 1.97030 -4.71003 5.34969
H9 1.24366 -6.36389 5.45867
H10 0.96978 -6.16059 1.16645
H11 0.92238 -7.70799 1.29913
C5 -2.59392 6.25708 8.80558
C6 -1.62007 5.28927 9.43341
C7 -0.82951 4.42098 8.39714
O2 -1.70785 3.40357 7.88639
C8 -1.28514 2.77542 6.67002
N2 -0.64528 6.15542 10.05894
H12 -3.03910 6.94355 9.52577
H13 -3.50528 5.76537 8.46540
H14 -2.13152 6.86186 8.02551
H15 -1.97116 4.72343 10.29634
H16 0.00692 3.87872 8.83810
H17 -0.39563 4.98612 7.57224
H18 -1.69619 3.41172 5.88627
H19 -1.55460 1.71936 6.65486
H20 -0.20419 2.88444 6.58193
H21 0.11377 5.65400 10.49769
H22 -0.08700 6.69208 9.41054
C9 -3.23133 -4.24570 -5.68673
C10 -4.76657 -4.51879 -6.14438
C11 -5.01317 -6.09179 -6.15961
O3 -6.24635 -6.39250 -6.61067
C12 -6.44418 -6.36828 -8.03937
N3 -5.64893 -3.74922 -5.28763
H23 -2.92798 -3.21602 -5.87610
H24 -2.58859 -4.85459 -6.32252
H25 -3.14095 -4.58757 -4.65568
H26 -4.77595 -4.06389 -7.13488
H27 -4.92531 -6.38832 -5.11441
H28 -4.29785 -6.64074 -6.77202
H29 -7.28451 -5.72116 -8.29074
H30 -6.57241 -7.33089 -8.53436
H31 -5.57021 -5.95087 -8.53943
H32 -6.54253 -4.15671 -5.52327
H33 -5.45190 -4.05042 -4.34394
C13 1.32049 0.71266 -1.63480
C14 0.26788 0.07529 -0.75104
O4 -0.94567 0.30884 -1.31742
H34 1.15147 1.75432 -1.36188
H35 0.98161 0.58447 -2.66282
H36 2.34953 0.39641 -1.46406
H37 0.14133 0.57032 0.21178
H38 0.35515 -1.01075 -0.71946
H39 -1.46736 -0.45276 -1.05398
C15 3.13762 7.91092 -5.04104
O5 2.29189 7.02614 -5.04239
N4 3.49373 8.65711 -6.02448
N5 3.86962 8.31133 -4.01499
H40 3.10943 8.53138 -6.95001
H41 4.02838 9.50189 -5.88093
H42 4.49855 9.10035 -4.05975
H43 3.70831 7.87906 -3.11653
C16 3.90909 1.68310 -8.46920
O6 3.88934 1.10477 -9.48173
N6 5.06418 2.07922 -7.93976
N7 2.82610 1.98790 -7.86648
H44 5.13385 2.47520 -7.01324
H45 5.95251 1.76013 -8.29916
H46 2.80937 2.58171 -7.04965
H47 2.04895 1.47346 -8.25569
C17 -0.14405 6.50525 1.38709
O7 1.03856 6.13221 1.37260
N8 -0.91873 6.20680 0.39159
N9 -0.76299 7.14900 2.29937
H48 -1.74494 6.78676 0.35782
H49 -0.43047 6.05078 -0.47867
H50 -1.77249 7.17585 2.31626
H51 -0.27557 7.31069 3.16908
C18 -4.89630 -5.89091 0.86082
O8 -4.70026 -4.82851 0.32159
N10 -4.22787 -6.54942 1.73971
N11 -6.03452 -6.44749 0.87522
H52 -4.34784 -7.55226 1.73519
H53 -3.28667 -6.23167 1.92212
H54 -6.75480 -6.10572 0.25514
H55 -6.19309 -7.35988 1.27832
C19 6.77719 2.70493 1.95913
O9 7.73925 2.07264 2.34648
N12 6.71947 3.48922 0.88569
N13 5.65723 2.72349 2.59008
H56 5.81766 3.84666 0.60448
H57 7.53973 3.40191 0.30290
H58 4.91844 3.39837 2.45293
H59 5.66986 2.22105 3.46615

## Properties
HOMO in eV: -8.94
Electronic energy in a.u.: -2148.222201
Gap between HOMO and LUMO in eV: 9.161
Structure (SMILES): COC[C@H](C)N.COC[C@H](C)N.COC[C@H](C)N.NC(N)=O.NC(N)=O.NC(N)=O.NC(N)=O.NC(N)=O.CCO

Löwdin population analysis, charges in e, atoms 1 to 5:
1. C -0.06
2. C -0.36
3. C -0.25
4. O -0.19
5. C -0.10



Density functional theory data (wB97M-V/def2-TZVPD) for a structure of composition C4H2O2Pm in a non-equilibrium geometry.

Cartesian coordinates (Å):
O1 -1.46429 1.58185 -0.20088
C1 -2.02347 0.36585 -0.05332
C2 -1.19092 -0.75851 0.02868
C3 0.02011 -1.06055 0.43164
H1 -3.11625 0.31171 -0.12915
C4 1.96149 -0.67060 0.24029
O2 2.48743 0.10392 -0.68886
Pm1 0.62387 1.27830 -0.54277
H2 2.70203 -1.15196 0.91439

## Properties
Expectation value of S²: 9.120
HOMO (spin up / spin down) in eV: -6.23 / -6.36
Electronic energy in a.u.: -912.194183
Gap between HOMO and LUMO (spin up / spin down) in eV: 5.310 / 5.356
Spin multiplicity: 6

Löwdin population analysis, charges in e, atoms 1 to 5:
1. O -0.42
2. C -0.35
3. C -0.21
4. C -0.08
5. H 0.09



Density functional theory data (wB97M-V/def2-TZVPD) for a structure of composition C17H15BrMoN3O2S5.

Cartesian coordinates (Å):
Mo1 -0.57776 -1.77536 0.26967
C1 -3.27545 2.51614 3.03494
C2 -2.39338 1.30779 3.06563
C3 -1.82133 0.85215 4.25866
C4 -0.98172 -0.25776 4.28725
C5 -0.76861 -0.86399 3.08054
Br1 0.32168 -2.40354 2.76532
N1 -1.29704 -0.47938 1.92129
C6 -2.10097 0.60098 1.90820
H1 -2.66802 3.42068 3.10711
H2 -3.95804 2.51536 3.88369
H3 -3.86047 2.57124 2.11954
H4 -2.03253 1.37449 5.18433
H5 -0.52858 -0.61881 5.19989
H6 -2.50919 0.88778 0.94795
O1 2.39127 2.01536 -2.46080
C7 1.11671 2.25145 -2.76238
C8 0.86786 3.31812 -3.62508
C9 -0.42228 3.62780 -3.98056
C10 -1.52117 2.88988 -3.49224
C11 -1.30096 1.84308 -2.65199
C12 0.02056 1.48827 -2.26637
C13 0.22099 0.37032 -1.42652
O2 -0.83695 -0.32898 -0.97780
N2 1.39408 -0.10982 -1.06362
N3 1.26170 -1.23649 -0.32919
C14 2.45734 -1.94927 -0.31038
S1 3.81912 -1.26245 -1.02976
C15 4.98447 -2.51487 -0.41179
C16 4.25037 -3.83280 -0.31201
S2 2.60721 -3.48466 0.40788
H7 2.48125 1.26827 -1.85422
H8 1.71056 3.88418 -3.99659
H9 -0.59517 4.46024 -4.65006
H10 -2.52501 3.15612 -3.78913
H11 -2.13032 1.25775 -2.28109
H12 5.36128 -2.16246 0.54886
H13 5.81037 -2.57151 -1.12102
H14 4.75033 -4.53550 0.35356
H15 4.07978 -4.30326 -1.28012
S3 -4.48299 -4.45830 0.37704
C17 -3.74872 -3.19086 0.03824
S4 -0.48192 -3.76017 -0.28998
S5 -3.08831 -1.77721 -0.39693

## Properties
HOMO (spin up / spin down) in eV: -16.23 / -16.23
Electronic energy in a.u.: -5603.698270
Charge: +3
Gap between HOMO and LUMO (spin up / spin down) in eV: 4.051 / 4.052

natural (NBO) population analysis, charges in e, atoms 1 to 5:
1. Mo 0.84
2. C -0.65
3. C 0.01
4. C -0.06
5. C -0.24



The highest electronic energy belongs to which entry?
C4H2O2Pm



Copy entry 4 word for word.
Density functional theory data (wB97M-V/def2-TZVPD) for a structure of composition C4H2O2Pm in a non-equilibrium geometry.

Cartesian coordinates (Å):
O1 -1.46429 1.58185 -0.20088
C1 -2.02347 0.36585 -0.05332
C2 -1.19092 -0.75851 0.02868
C3 0.02011 -1.06055 0.43164
H1 -3.11625 0.31171 -0.12915
C4 1.96149 -0.67060 0.24029
O2 2.48743 0.10392 -0.68886
Pm1 0.62387 1.27830 -0.54277
H2 2.70203 -1.15196 0.91439

## Properties
Expectation value of S²: 9.120
HOMO (spin up / spin down) in eV: -6.23 / -6.36
Electronic energy in a.u.: -912.194183
Gap between HOMO and LUMO (spin up / spin down) in eV: 5.310 / 5.356
Spin multiplicity: 6

Löwdin population analysis, charges in e, atoms 1 to 5:
1. O -0.42
2. C -0.35
3. C -0.21
4. C -0.08
5. H 0.09



The highest electronic energy belongs to which entry?
C4H2O2Pm



Which of these has the lowest electronic energy?
C31H49BCdClN6S3SeSi